{"formula": "C4H9NOS", "method": "ωB97M-V with the def2-TZVPD basis set", "species": ["N", "C", "O", "C", "C", "C", "S", "H", "H", "H", "H", "H", "H", "H", "H", "H"], "xyz": [[-1.333041, -2.211569, -0.055967], [-0.738179, -1.058117, -0.503660], [-1.216128, -0.514210, -1.479941], [0.548667, -0.651927, 0.089288], [0.535727, 0.504530, 1.059252], [0.135305, 1.755345, 0.263207], [1.346597, 2.150028, -1.082170], [-2.121896, -2.334554, -0.702590], [-0.748195, -2.858875, 0.190427], [0.797450, -1.358971, 0.953390], [1.365556, -0.834459, -0.628349], [-0.263105, 0.239457, 1.758338], [1.529997, 0.544048, 1.559382], [-0.856042, 1.739859, 0.031143], [0.258479, 2.577614, 0.770488], [0.758810, 2.311802, -2.222239]], "atomic_forces_ev_per_a": [[-4.4, 5.4, -2.0], [-0.2, -0.5, -1.4], [-0.2, 1.0, 0.1], [1.7, -3.0, 3.0], [0.0, 1.2, -1.8], [2.4, -2.8, -1.4], [1.2, -0.4, 1.3], [0.6, -1.0, 0.7], [3.5, -5.0, 1.9], [-0.3, -0.5, -1.6], [-0.4, 1.0, 0.2], [0.3, 0.5, 0.3], [-0.8, 0.3, -0.3], [-2.6, -0.4, -1.4], [0.5, 4.3, 3.3], [-1.3, -0.1, -0.9]], "nbo_charge": [-0.813, 0.661, -0.613, -0.511, -0.391, -0.471, -0.102, 0.402, 0.373, 0.204, 0.257, 0.217, 0.220, 0.227, 0.202, 0.136], "smiles": "NC(=O)CCCS", "de_lowest_kj_mol": 199.9, "homo_energy_ev": -8.9, "max_force_ev_per_a": 7.26, "energy_ha": -685.9428, "spin_multiplicity": 1, "homo_lumo_gap_ev": 9.7}

---

{"formula": "C16H22N2O3", "method": "ωB97M-V with the def2-TZVPD basis set", "species": ["C", "C", "C", "C", "O", "N", "C", "C", "C", "C", "C", "O", "N", "C", "C", "C", "C", "C", "O", "C", "C", "H", "H", "H", "H", "H", "H", "H", "H", "H", "H", "H", "H", "H", "H", "H", "H", "H", "H", "H", "H", "H", "H"], "xyz": [[-6.002035, -1.057855, 1.520256], [-5.814695, -1.394905, 0.046342], [-5.678805, -0.130127, -0.809598], [-4.461139, 0.689948, -0.414447], [-4.536174, 1.758529, 0.144363], [-3.288384, 0.076608, -0.760551], [-1.976074, 0.492212, -0.538481], [-1.653850, 1.669337, 0.133484], [-0.329888, 2.010834, 0.315732], [0.700577, 1.211770, -0.173681], [2.102084, 1.656624, 0.075320], [2.399891, 2.367644, 1.018542], [3.009087, 1.247351, -0.842635], [4.421972, 1.498767, -0.721603], [5.177935, 0.234242, -0.272405], [4.902200, -0.138866, 1.191649], [4.827097, -1.662783, 1.146941], [4.223234, -1.883751, -0.236683], [4.779485, -0.882475, -1.067593], [0.373083, 0.029244, -0.831587], [-0.948162, -0.326283, -1.008186], [-5.152445, -0.492178, 1.895346], [-6.896687, -0.456411, 1.660756], [-6.100433, -1.966589, 2.109481], [-4.929568, -2.025846, -0.071357], [-6.675178, -1.966108, -0.309341], [-6.558517, 0.498657, -0.668480], [-5.608424, -0.398706, -1.866396], [-3.369191, -0.807917, -1.243575], [-2.440848, 2.302300, 0.506843], [-0.067440, 2.914331, 0.844526], [2.738835, 0.615395, -1.578245], [4.806924, 1.828814, -1.690416], [4.557913, 2.289432, 0.018994], [6.251743, 0.392740, -0.444040], [5.680842, 0.230258, 1.854358], [3.947546, 0.281802, 1.507926], [4.215993, -2.085885, 1.940300], [5.826740, -2.096517, 1.192295], [4.466527, -2.853609, -0.675287], [3.128329, -1.777324, -0.193184], [1.140860, -0.641631, -1.191157], [-1.190963, -1.251083, -1.514535]], "atomic_forces_ev_per_a": [[0.1, -0.1, -0.2], [-0.1, 0.1, 0.1], [0.0, -0.1, 0.1], [-0.4, -0.3, -0.3], [0.0, 0.3, 0.2], [0.1, -0.4, -0.2], [0.4, 0.1, 0.1], [-0.2, 0.1, 0.0], [0.3, -0.2, -0.1], [-0.3, 0.0, 0.1], [0.0, 0.0, -0.2], [0.0, 0.1, 0.2], [0.1, -0.3, -0.2], [0.4, -0.3, 0.1], [0.1, 0.5, 0.2], [0.0, -0.1, -0.2], [0.0, 0.1, -0.2], [-0.1, -0.3, 0.2], [0.0, 0.2, -0.2], [0.0, 0.2, 0.1], [-0.1, 0.0, 0.0], [0.1, 0.1, 0.1], [-0.1, 0.1, 0.1], [0.0, 0.0, 0.1], [0.0, -0.1, -0.1], [0.1, 0.0, 0.0], [0.1, 0.0, -0.1], [0.0, 0.0, 0.0], [-0.1, 0.2, 0.1], [0.0, 0.0, 0.0], [0.0, 0.1, 0.1], [-0.1, 0.1, 0.1], [0.0, 0.0, 0.1], [0.0, 0.0, -0.1], [-0.1, 0.0, 0.0], [0.0, 0.1, 0.0], [0.0, 0.0, 0.1], [0.0, -0.1, 0.1], [0.0, -0.1, 0.0], [-0.1, 0.0, 0.0], [0.1, 0.0, 0.0], [0.1, 0.0, 0.0], [0.0, -0.1, 0.0]], "nbo_charge": [-0.610, -0.382, -0.497, 0.690, -0.595, -0.609, 0.172, -0.256, -0.151, -0.099, 0.645, -0.633, -0.611, -0.244, 0.093, -0.439, -0.428, -0.061, -0.544, -0.205, -0.244, 0.211, 0.208, 0.212, 0.189, 0.208, 0.233, 0.217, 0.395, 0.260, 0.237, 0.402, 0.200, 0.238, 0.177, 0.223, 0.222, 0.218, 0.203, 0.190, 0.153, 0.208, 0.204], "smiles": "CCCC(=O)Nc1ccc(C(=O)NC[C@H]2CCCO2)cc1", "de_lowest_kj_mol": 68.2, "homo_energy_ev": -8.7, "max_force_ev_per_a": 0.60, "energy_ha": -958.1646, "spin_multiplicity": 1, "homo_lumo_gap_ev": 9.2}